No. 1
The following is a DFT calculation (the ωB97M-V functional and the def2-TZVPD basis) of the molecule C2H5Cl2NOS at a distorted geometry.

Computed properties:
- SMILES: N=[S@@](=O)(Cl)CCCl
- HOMO level: -10.76 eV
- 2S+1: 1
- Strongest force on any atom: 0.1117 Eh/bohr
- Net charge: 0
- Relative energy (zero: lowest compared OMol25 entry of this formula, charge and spin): 11.11 kcal per mole
- LUMO energy: 0.16 eV

```
12
Properties=species:S:1:pos:R:3:lowdin_charge:R:1
N 0.251 1.981 0.679 -0.17
S 1.154 1.011 -0.004 0.35
O 1.509 1.168 -1.352 -0.35
Cl 2.958 0.683 0.991 0.32
C 0.527 -0.634 0.395 -0.38
C -0.653 -0.839 -0.533 -0.57
Cl -1.491 -2.480 -0.323 0.50
H 0.125 2.810 0.279 -0.03
H 0.261 -0.472 1.475 0.11
H 1.250 -1.483 0.196 0.12
H -0.572 -0.672 -1.525 0.03
H -1.604 -0.294 -0.252 0.08
```

No. 2
The following is a DFT calculation (the ωB97M-V functional and the def2-TZVPD basis) of a cluster of 13 separate species, C6H35NO12 in total at a distorted geometry.

Computed properties:
- HOMO level: -9.03 eV
- 2S+1: 1
- Strongest force on any atom: 0.0268 Eh/bohr
- Net charge: 0
- Relative energy (zero: lowest compared OMol25 entry of this formula, charge and spin): 55.80 kcal per mole
- LUMO energy: 0.11 eV

```
54
Properties=species:S:1:pos:R:3:lowdin_charge:R:1
C 1.733 2.447 -0.007 -0.10
C 1.880 1.296 0.986 -0.25
C 0.862 0.181 0.723 -0.22
C -0.554 0.643 0.863 -0.10
C -1.535 0.151 0.102 -0.17
N -2.844 0.668 0.096 0.00
C -3.648 0.436 1.038 0.00
H 2.415 3.249 0.239 0.07
H 2.000 2.121 -1.019 0.07
H 0.700 2.824 -0.087 0.07
H 2.911 0.930 0.862 0.11
H 1.810 1.617 2.029 0.09
H 1.032 -0.260 -0.271 0.09
H 1.075 -0.646 1.416 0.08
H -0.716 1.419 1.580 0.09
H -1.379 -0.663 -0.615 0.11
H -3.465 -0.182 1.913 0.08
H -4.660 0.813 0.964 0.07
H -0.513 -2.627 -1.381 0.00
H -0.150 -1.743 -2.642 0.02
O -0.669 -2.511 -2.335 -0.07
H -0.288 1.545 3.822 0.01
H -1.133 0.729 4.820 0.06
O -0.499 0.625 4.105 -0.06
H -0.480 -2.234 1.129 0.03
H -0.524 -3.686 0.567 0.09
O -0.195 -2.802 0.372 -0.06
H -3.299 -1.765 -3.767 0.07
H -2.268 -1.911 -2.625 0.01
O -3.084 -1.423 -2.893 -0.06
H 2.207 0.008 -2.240 -0.01
H 3.116 -0.726 -1.246 0.00
O 3.135 -0.032 -1.921 -0.08
H -1.184 1.445 -4.201 0.01
H -0.137 2.423 -4.731 0.06
O -0.421 1.496 -4.823 -0.08
H -2.485 0.145 -2.837 0.03
H -2.433 1.395 -1.915 0.04
O -2.014 1.021 -2.704 -0.10
H 0.277 3.146 2.390 0.04
H 0.845 3.619 3.779 0.08
O 0.109 3.179 3.340 -0.04
H -0.687 -2.214 3.402 0.07
H -0.804 -0.729 3.056 0.01
O -0.979 -1.634 2.689 -0.08
H 3.221 -1.841 1.606 -0.01
H 2.877 -0.867 2.740 0.01
O 3.441 -1.619 2.535 -0.08
H 0.486 0.256 -3.709 0.05
H -0.323 0.370 -2.464 0.03
O 0.497 -0.081 -2.792 -0.09
H 2.822 -3.175 -0.207 0.08
H 1.475 -2.485 0.184 0.01
O 2.444 -2.339 0.083 -0.07
```

No. 3
The following is a DFT calculation (the ωB97M-V functional and the def2-TZVPD basis) of a cluster of 3 separate species, C4H11NS in total at a distorted geometry.

Computed properties:
- HOMO level: -7.71 eV
- 2S+1: 1
- Strongest force on any atom: 0.0807 Eh/bohr
- Net charge: 0
- Relative energy (zero: lowest compared OMol25 entry of this formula, charge and spin): 186.45 kcal per mole
- LUMO energy: -3.90 eV

```
17
Properties=species:S:1:pos:R:3:lowdin_charge:R:1
C 0.776 1.130 0.697 0.08
C 1.054 0.049 1.336 0.01
S -1.997 -1.793 -0.169 0.20
C -0.128 1.293 -0.467 -0.23
N 0.591 0.936 -1.764 -0.10
C 0.586 -0.526 -1.906 -0.17
H -0.688 0.158 4.030 0.01
H -1.327 0.461 3.809 0.02
H 1.810 0.013 2.121 0.08
H 0.553 -0.912 1.197 0.08
H -3.039 -2.434 -0.721 -0.34
H -1.059 0.677 -0.362 0.07
H -0.447 2.324 -0.630 0.11
H 1.502 1.206 -1.415 0.08
H -0.367 -0.876 -1.535 -0.08
H 1.371 -0.965 -1.275 0.07
H 0.809 -0.743 -2.947 0.08
```

No. 4
The following is a DFT calculation (the ωB97M-V functional and the def2-TZVPD basis) of a cluster of 4 separate species, H8O3S2 in total at a distorted geometry.

Computed properties:
- ⟨S²⟩: 0.75
- HOMO level (alpha / beta): 0.40 / -4.79 eV
- 2S+1: 2
- Strongest force on any atom: 0.0691 Eh/bohr
- Net charge: -1
- Relative energy (zero: lowest compared OMol25 entry of this formula, charge and spin): 34.79 kcal per mole
- LUMO energy (alpha / beta): 2.33 / 2.32 eV

```
13
Properties=species:S:1:pos:R:3:lowdin_spin:R:1
S 2.851 -2.628 -4.620 0.40
S 3.841 -1.849 -3.038 0.46
H 1.747 -1.810 -4.901 0.04
H 4.697 -0.909 -3.358 0.06
H 4.328 4.743 0.471 0.01
H 4.920 5.462 1.571 0.00
O 4.039 5.385 1.146 0.02
H -3.804 0.931 2.903 0.00
H -2.578 0.291 3.499 0.00
O -3.513 0.133 3.379 0.00
H -5.294 -2.812 1.602 0.00
H -6.047 -3.631 0.541 0.00
O -5.188 -3.307 0.804 0.00
```

No. 5
The following is a DFT calculation (the ωB97M-V functional and the def2-TZVPD basis) of a cluster of 2 separate species, C4H6N2 in total at a distorted geometry.

Computed properties:
- SMILES: CC1=C(C#N)N1.[H][H]
- HOMO level: -8.94 eV
- 2S+1: 1
- Strongest force on any atom: 0.0210 Eh/bohr
- Net charge: 0
- Relative energy (zero: lowest compared OMol25 entry of this formula, charge and spin): 108.23 kcal per mole
- LUMO energy: 0.34 eV

```
12
Properties=species:S:1:pos:R:3:lowdin_charge:R:1
C 0.724 0.182 1.497 -0.02
C 0.206 -0.233 0.185 -0.25
C -0.665 -0.752 -0.598 -0.19
C -1.882 -1.374 -0.890 -0.16
N -2.882 -1.930 -1.082 0.15
N 0.624 -0.275 -1.237 0.06
H 1.118 -0.696 2.021 0.09
H 1.525 0.917 1.394 0.08
H -0.084 0.601 2.104 0.09
H 1.241 -1.087 -1.369 0.08
H 0.063 2.615 -0.781 0.04
H 0.012 2.033 -1.243 0.02
```

No. 6
The following is a DFT calculation (the ωB97M-V functional and the def2-TZVPD basis) of a structure of composition C17H38O2PPtS3Si.

Computed properties:
- ⟨S²⟩: 0.76
- HOMO level (alpha / beta): -8.09 / -8.61 eV
- 2S+1: 2
- Strongest force on any atom: 0.0167 Eh/bohr
- Net charge: 0
- Relative energy (zero: lowest compared OMol25 entry of this formula, charge and spin): 15.19 kcal per mole
- LUMO energy (alpha / beta): -0.64 / -1.45 eV

```
63
Properties=species:S:1:pos:R:3:lowdin_spin:R:1
Pt -0.333 0.159 0.340 0.00
S 2.225 -1.300 -0.714 0.01
C 1.628 0.151 -0.632 0.00
C -0.698 -0.520 2.224 0.00
H -1.635 -0.982 2.507 0.00
H -0.525 0.349 2.864 0.00
H 0.105 -1.251 2.356 0.00
C -3.782 0.090 1.540 0.00
Si -2.670 -0.073 0.022 0.00
C -3.123 1.389 -1.140 0.00
C -4.581 1.278 -1.605 0.00
C -2.969 2.675 -0.318 0.00
C -2.226 1.506 -2.376 0.00
C -2.960 -1.836 -0.676 0.00
C -4.462 -2.154 -0.727 0.00
C -2.297 -2.853 0.264 0.00
C -2.367 -2.016 -2.075 0.00
H -4.827 0.225 1.253 0.00
H -3.491 0.938 2.161 0.00
H -3.731 -0.808 2.156 0.00
H -5.277 1.137 -0.775 0.00
H -4.720 0.455 -2.308 0.00
H -4.871 2.199 -2.123 0.00
H -3.671 2.710 0.519 0.00
H -3.155 3.550 -0.951 0.00
H -1.954 2.764 0.081 0.00
H -2.328 0.656 -3.049 0.00
H -1.173 1.602 -2.107 0.00
H -2.494 2.408 -2.938 0.00
H -4.933 -2.059 0.253 0.00
H -4.607 -3.188 -1.062 0.00
H -4.999 -1.509 -1.423 0.00
H -2.749 -2.844 1.259 0.00
H -1.228 -2.664 0.378 0.00
H -2.422 -3.863 -0.143 0.00
H -2.855 -1.378 -2.812 0.00
H -2.499 -3.053 -2.403 0.00
H -1.295 -1.798 -2.091 0.00
C -1.187 4.630 3.106 0.02
C -1.646 5.811 2.270 0.01
C -1.253 7.141 2.880 0.00
O -1.152 5.787 0.902 0.10
P 0.101 4.953 0.388 0.39
S 0.287 5.034 -1.536 0.31
S 1.280 1.703 -0.737 0.01
O 1.292 5.567 1.288 0.12
C 2.528 4.820 1.465 0.01
C 3.053 5.186 2.836 0.00
C 3.503 5.157 0.356 0.00
H -1.768 4.611 4.029 0.00
H -0.132 4.715 3.368 0.00
H -1.351 3.683 2.590 0.01
H -2.729 5.760 2.149 0.00
H -0.167 7.205 2.963 0.00
H -1.688 7.239 3.875 0.00
H -1.605 7.965 2.261 0.00
H 2.282 3.752 1.437 0.01
H 3.254 6.257 2.885 0.00
H 3.981 4.650 3.034 0.00
H 2.334 4.931 3.615 0.00
H 3.727 6.225 0.368 0.00
H 3.094 4.903 -0.620 0.00
H 4.433 4.604 0.502 0.00
```